Record 1
The following is a DFT calculation (ωB97M-V/def2-TZVPD) of a cluster of 14 separate species, C57H69BrClN13O4 in total at a distorted geometry.

Calculated values
Spin multiplicity: 1
Energy above the lowest of the compared OMol25 structures with the same formula, charge and spin (kcal per mole): 0.0
F_max (eV/Å): 4.6
HOMO-LUMO gap (eV): 7.58
E (Eh): -6260.293484
Total charge: 0

Element x y z (Å)
O -1.20 1.87 1.54
C -1.98 2.31 0.83
Cl -3.72 1.95 0.90
C -1.59 3.32 -0.26
C -0.63 2.74 -1.30
O 0.58 2.22 -0.78
C 0.62 0.90 -1.04
O 1.43 0.21 -0.60
O -0.36 0.47 -1.88
C -1.08 1.63 -2.24
Br -2.97 1.28 -2.50
H -2.47 3.76 -0.73
H -1.05 4.11 0.27
H -0.47 3.59 -1.97
H -0.78 1.98 -3.23
N -3.36 6.62 -1.74
C -3.36 6.75 -3.10
C -4.58 6.33 -3.56
C -5.35 5.94 -2.43
C -4.57 6.13 -1.32
H -2.59 6.84 -1.13
H -2.49 7.12 -3.62
H -4.89 6.31 -4.60
H -6.36 5.56 -2.44
H -4.78 5.96 -0.28
N 2.40 -3.89 0.62
C 1.94 -4.50 1.75
C 1.12 -3.62 2.40
C 1.08 -2.43 1.63
C 1.88 -2.63 0.53
H 3.02 -4.30 -0.05
H 2.23 -5.51 1.99
H 0.60 -3.80 3.33
H 0.54 -1.52 1.85
H 2.12 -1.98 -0.29
N -5.25 1.27 -5.20
C -5.29 1.37 -6.57
C -6.51 0.90 -6.98
C -7.23 0.52 -5.83
C -6.43 0.76 -4.74
H -4.47 1.54 -4.62
H -4.45 1.75 -7.12
H -6.84 0.84 -8.01
H -8.23 0.11 -5.79
H -6.60 0.62 -3.69
N 1.06 -7.08 -0.34
C 1.29 -7.43 -1.64
C 0.36 -8.37 -2.00
C -0.48 -8.58 -0.87
C -0.02 -7.77 0.14
H 1.60 -6.41 0.18
H 2.10 -6.99 -2.20
H 0.28 -8.84 -2.96
H -1.32 -9.25 -0.80
H -0.37 -7.63 1.15
N -0.82 -6.29 4.90
C -1.28 -6.75 6.11
C -2.58 -6.35 6.25
C -2.92 -5.62 5.08
C -1.82 -5.60 4.27
H 0.10 -6.44 4.54
H -0.64 -7.33 6.76
H -3.22 -6.55 7.09
H -3.86 -5.15 4.85
H -1.66 -5.16 3.30
N 4.49 -0.41 1.67
C 3.84 0.78 1.78
C 4.77 1.76 2.01
C 6.04 1.13 2.03
C 5.84 -0.21 1.81
H 4.05 -1.30 1.50
H 2.77 0.84 1.69
H 4.57 2.81 2.14
H 7.00 1.60 2.18
H 6.53 -1.04 1.75
N -6.79 8.93 -3.75
C -7.78 8.61 -4.63
C -8.67 9.65 -4.67
C -8.19 10.64 -3.77
C -7.03 10.17 -3.22
H -6.01 8.34 -3.52
H -7.77 7.67 -5.16
H -9.56 9.70 -5.27
H -8.64 11.60 -3.55
H -6.35 10.60 -2.50
N 1.20 4.53 5.32
C 1.48 4.31 4.00
C 0.52 3.46 3.51
C -0.36 3.16 4.57
C 0.08 3.83 5.68
H 1.74 5.12 5.94
H 2.33 4.78 3.52
H 0.47 3.09 2.50
H -1.22 2.51 4.52
H -0.31 3.87 6.68
N -1.45 -1.35 4.21
C -1.96 -2.11 5.23
C -2.80 -1.31 5.96
C -2.80 -0.02 5.36
C -1.96 -0.08 4.28
H -0.79 -1.67 3.52
H -1.68 -3.14 5.35
H -3.36 -1.62 6.83
H -3.36 0.84 5.68
H -1.68 0.67 3.56
N 8.73 2.58 0.01
C 8.98 3.79 0.59
C 10.34 4.01 0.53
C 10.92 2.89 -0.11
C 9.90 2.03 -0.43
H 7.82 2.17 -0.08
H 8.19 4.39 0.99
H 10.85 4.88 0.91
H 11.96 2.73 -0.32
H 9.91 1.07 -0.92
N 3.78 -0.11 -2.93
C 3.90 -0.62 -4.20
C 5.23 -0.79 -4.46
C 5.95 -0.37 -3.31
C 5.03 0.04 -2.38
H 2.92 0.11 -2.47
H 3.02 -0.82 -4.80
H 5.65 -1.17 -5.38
H 7.02 -0.37 -3.17
H 5.15 0.43 -1.38
N -3.63 -2.59 2.33
C -3.63 -2.51 0.96
C -4.84 -2.95 0.51
C -5.61 -3.32 1.65
C -4.83 -3.08 2.75
H -2.87 -2.34 2.93
H -2.76 -2.14 0.43
H -5.15 -3.00 -0.52
H -6.61 -3.71 1.65
H -5.03 -3.22 3.80
N 5.14 -5.25 -2.22
C 4.90 -6.38 -1.48
C 6.07 -7.10 -1.41
C 7.05 -6.37 -2.13
C 6.45 -5.24 -2.62
H 4.46 -4.55 -2.44
H 3.93 -6.58 -1.07
H 6.20 -8.04 -0.90
H 8.08 -6.65 -2.28
H 6.84 -4.43 -3.21

***

Record 2
The following is a DFT calculation (ωB97M-V/def2-TZVPD) of a cluster of 11 separate species, C57H69NO25 in total at a distorted geometry.

Calculated values
Spin multiplicity: 1
F_max (eV/Å): 1.7
HOMO-LUMO gap (eV): 7.67
E (Eh): -4149.097814
Total charge: 0
SMILES string: Oc1ccc(O)cc1.Oc1ccc(O)cc1.Oc1ccc(O)cc1.Oc1ccc(O)cc1.Oc1ccc(O)cc1.Oc1ccc(O)cc1.Oc1ccc(O)cc1.COCCNCCOC.O=C1OCCO1.O=C1OCCO1.O=C1OCCO1

Element x y z (Å)
O -4.62 1.71 4.60
C -3.28 1.77 4.26
C -2.49 0.65 4.06
C -1.15 0.79 3.71
C -0.61 2.07 3.61
O 0.69 2.25 3.25
C -1.39 3.18 3.88
C -2.74 3.04 4.12
H -4.86 0.89 5.04
H -2.90 -0.33 4.26
H -0.53 -0.07 3.53
H 0.98 1.46 2.76
H -0.94 4.17 3.81
H -3.39 3.90 4.20
O 4.35 -2.09 0.59
C 5.65 -2.53 0.54
C 6.37 -2.49 1.73
C 7.69 -2.95 1.74
C 8.24 -3.44 0.57
O 9.54 -3.88 0.60
C 7.47 -3.61 -0.57
C 6.20 -3.04 -0.62
H 4.07 -1.86 -0.31
H 5.99 -1.92 2.56
H 8.28 -2.77 2.63
H 10.15 -3.60 -0.08
H 7.89 -4.11 -1.43
H 5.65 -3.08 -1.56
O 0.86 0.76 6.59
C 0.57 -0.56 6.85
C 1.45 -1.57 6.53
C 1.14 -2.88 6.93
C -0.02 -3.14 7.62
O -0.27 -4.37 8.19
C -0.89 -2.11 7.96
C -0.60 -0.81 7.57
H 1.75 1.02 6.80
H 2.31 -1.30 5.94
H 1.83 -3.65 6.60
H 0.55 -4.87 8.23
H -1.84 -2.26 8.47
H -1.28 0.00 7.79
O 2.85 -8.41 -1.98
C 2.36 -7.13 -1.76
C 1.23 -6.73 -2.45
C 0.67 -5.49 -2.23
C 1.21 -4.63 -1.27
O 0.74 -3.38 -1.07
C 2.33 -5.06 -0.57
C 2.93 -6.29 -0.83
H 3.81 -8.40 -1.90
H 0.82 -7.43 -3.17
H -0.20 -5.24 -2.81
H -0.04 -3.21 -1.62
H 2.66 -4.47 0.28
H 3.79 -6.50 -0.20
O -0.42 3.79 -1.78
C -0.99 4.77 -2.53
C -0.48 4.98 -3.80
C -1.08 5.91 -4.63
C -2.15 6.68 -4.19
O -2.56 7.73 -4.96
C -2.67 6.39 -2.94
C -2.09 5.48 -2.07
H -0.77 3.65 -0.89
H 0.37 4.39 -4.11
H -0.62 6.12 -5.59
H -2.61 8.58 -4.53
H -3.58 6.88 -2.60
H -2.59 5.19 -1.16
O 5.62 4.02 -0.99
C 5.17 2.78 -1.40
C 3.92 2.59 -1.97
C 3.48 1.29 -2.18
C 4.34 0.22 -1.97
O 3.88 -1.10 -2.10
C 5.65 0.46 -1.62
C 5.99 1.70 -1.09
H 4.87 4.53 -0.67
H 3.25 3.37 -2.29
H 2.49 1.12 -2.59
H 3.14 -1.03 -2.71
H 6.31 -0.40 -1.52
H 6.96 1.84 -0.64
O -0.82 9.47 1.91
C -0.91 8.10 1.71
C 0.02 7.47 0.91
C -0.09 6.11 0.68
C -1.14 5.40 1.24
O -1.23 4.04 0.97
C -2.10 6.03 2.00
C -2.00 7.40 2.20
H -0.50 9.69 2.79
H 0.88 8.01 0.54
H 0.62 5.66 -0.01
H -2.17 3.83 0.99
H -2.91 5.52 2.49
H -2.76 7.92 2.78
C 2.62 -0.09 2.74
O 1.52 0.05 1.85
C 1.84 0.58 0.57
C 0.55 1.19 0.02
N 0.36 0.99 -1.41
C 0.07 -0.36 -1.85
C -0.31 -0.48 -3.31
O -0.49 -1.85 -3.58
C -1.82 -2.19 -3.92
H 3.39 0.68 2.61
H 3.07 -1.08 2.60
H 2.22 -0.08 3.76
H 2.20 -0.22 -0.08
H 2.55 1.40 0.71
H 0.60 2.27 0.15
H -0.34 0.82 0.55
H -0.29 1.65 -1.81
H -0.68 -0.85 -1.20
H 0.99 -0.93 -1.69
H 0.52 -0.09 -3.91
H -1.15 0.20 -3.49
H -2.37 -1.51 -4.58
H -2.41 -2.21 -3.00
H -1.74 -3.12 -4.48
O -6.16 -4.98 -5.27
C -6.14 -3.85 -5.63
O -6.81 -3.42 -6.73
C -6.55 -2.04 -6.93
C -5.51 -1.70 -5.84
O -5.62 -2.80 -4.94
H -6.17 -1.78 -7.92
H -7.47 -1.48 -6.82
H -5.81 -0.81 -5.30
H -4.54 -1.54 -6.31
O -3.03 2.82 -0.78
C -3.30 1.71 -0.43
O -3.51 0.67 -1.25
C -3.68 -0.51 -0.46
C -3.16 -0.10 0.93
O -3.33 1.32 0.85
H -4.74 -0.78 -0.45
H -3.15 -1.37 -0.85
H -2.09 -0.30 0.99
H -3.76 -0.51 1.72
O -1.95 -4.05 -1.50
C -3.10 -4.23 -1.28
O -3.92 -4.91 -2.12
C -5.09 -5.25 -1.39
C -5.12 -4.25 -0.24
O -3.83 -3.61 -0.32
H -5.99 -5.23 -1.99
H -5.01 -6.26 -0.97
H -5.24 -4.66 0.76
H -5.89 -3.50 -0.42

***

Record 3
The following is a DFT calculation (ωB97M-V/def2-TZVPD) of a structure of composition C57H72F25N3O20S at a distorted geometry.

Calculated values
Spin multiplicity: 1
F_max (eV/Å): 16.4
HOMO-LUMO gap (eV): 6.74
E (Eh): -6778.017144
Total charge: 0

Element x y z (Å)
C -8.67 -1.85 6.21
C -9.11 -2.36 7.73
O -8.95 -3.83 7.91
C -7.53 -4.20 7.98
C -7.02 -5.12 6.68
O -6.95 -6.54 7.06
C -7.68 -7.41 6.12
C -6.66 -8.26 5.10
O -6.28 -7.44 3.94
C -4.89 -7.71 3.52
C -4.25 -6.61 2.49
C -5.07 -5.61 1.49
F -6.58 -5.70 1.52
C -4.34 -4.54 0.42
C -5.35 -3.65 -0.50
C -4.93 -2.09 -0.71
C -4.83 -1.56 -2.30
C -4.40 -0.05 -2.75
C -4.06 1.05 -1.58
C -4.21 0.57 0.02
C -4.63 -0.98 0.45
C -4.75 -1.37 2.04
C -2.71 -4.54 0.40
C -1.89 -3.57 -0.64
C -1.32 -2.29 0.27
O -1.64 -2.26 1.57
N -0.43 -1.19 -0.26
C 1.02 -1.65 -0.34
C -0.46 -0.03 0.75
C -1.85 -5.50 1.42
N -0.34 -5.56 1.51
S -0.05 -6.81 2.74
N -1.64 -7.38 3.31
C -2.58 -6.53 2.46
H -8.06 -0.85 6.32
H -9.66 -1.56 5.62
H -8.02 -2.65 5.64
H -8.41 -1.81 8.51
H -10.22 -2.06 7.99
H -6.83 -3.24 8.06
H -7.37 -4.77 9.01
H -7.73 -4.88 5.79
H -5.95 -4.71 6.41
H -8.19 -8.25 6.79
H -8.55 -6.88 5.54
H -5.75 -8.60 5.77
H -7.22 -9.26 4.78
H -4.91 -8.75 2.94
H -4.17 -7.86 4.44
H -6.43 -3.65 0.00
H -5.53 -4.17 -1.57
H -5.04 -2.36 -3.16
H -4.34 0.16 -3.92
H -3.73 2.13 -1.91
H -3.99 1.42 0.82
H -4.83 -2.52 2.27
H -5.63 -0.79 2.55
H -3.75 -1.00 2.55
H -2.52 -3.21 -1.57
H -0.91 -4.10 -1.07
H 1.63 -1.42 0.66
H 1.60 -1.11 -1.21
H 1.01 -2.83 -0.45
H 0.11 -0.31 1.76
H -1.55 0.30 1.04
H 0.09 0.94 0.35
C 7.34 -0.60 -4.43
C 6.16 -1.31 -5.06
O 5.09 -1.47 -4.12
C 4.36 -0.35 -3.84
O 4.57 0.75 -4.35
C 3.24 -0.66 -2.85
F 3.67 -1.35 -1.76
F 2.25 -1.42 -3.41
F 2.63 0.46 -2.37
H 7.67 -1.13 -3.53
H 8.18 -0.54 -5.13
H 7.08 0.41 -4.12
H 6.47 -2.31 -5.38
H 5.80 -0.79 -5.96
C -2.35 -2.14 6.85
C -2.79 -1.38 8.09
O -3.23 -0.05 7.75
C -4.46 0.04 7.17
O -5.19 -0.93 6.93
C -4.82 1.50 6.89
F -3.83 2.18 6.25
F -5.08 2.19 8.03
F -5.93 1.63 6.10
H -1.57 -1.58 6.31
H -1.96 -3.12 7.11
H -3.18 -2.28 6.14
H -1.94 -1.28 8.77
H -3.58 -1.92 8.63
C 2.35 -3.51 12.84
C 1.05 -3.11 13.52
O 0.16 -2.47 12.60
C -0.48 -3.30 11.72
O -0.33 -4.52 11.69
C -1.43 -2.51 10.81
F -0.83 -1.42 10.25
F -2.52 -2.05 11.48
F -1.91 -3.25 9.77
H 2.81 -2.64 12.36
H 3.05 -3.93 13.56
H 2.18 -4.25 12.06
H 1.27 -2.38 14.31
H 0.56 -3.97 14.00
C 6.01 0.05 -11.92
C 7.44 -0.31 -11.55
O 7.60 -0.40 -10.13
C 7.09 -1.53 -9.54
O 6.53 -2.43 -10.16
C 7.35 -1.52 -8.03
F 6.99 -0.35 -7.44
F 8.67 -1.71 -7.74
F 6.67 -2.50 -7.37
H 5.71 0.98 -11.41
H 5.91 0.19 -13.00
H 5.31 -0.72 -11.60
H 8.12 0.48 -11.90
H 7.76 -1.24 -12.04
C -5.32 4.72 5.33
C -5.03 6.11 5.88
O -4.01 6.76 5.11
C -4.39 7.25 3.89
O -5.53 7.15 3.44
C -3.22 7.95 3.19
F -2.09 7.20 3.19
F -2.90 9.13 3.79
F -3.49 8.24 1.89
H -4.40 4.13 5.29
H -6.05 4.20 5.95
H -5.71 4.76 4.31
H -4.66 6.02 6.90
H -5.94 6.73 5.91
C 8.61 5.74 -8.36
C 9.66 5.22 -9.33
O 9.58 3.80 -9.46
C 8.55 3.32 -10.23
O 7.72 4.04 -10.78
C 8.59 1.80 -10.32
F 8.73 1.20 -9.10
F 9.63 1.36 -11.08
F 7.46 1.27 -10.87
H 8.70 5.24 -7.40
H 8.72 6.82 -8.21
H 7.60 5.54 -8.73
H 10.66 5.45 -8.94
H 9.58 5.71 -10.31
C 6.84 9.25 -3.84
C 8.15 9.98 -4.08
O 8.58 9.82 -5.45
C 7.92 10.58 -6.38
O 7.00 11.35 -6.10
C 8.49 10.35 -7.77
F 8.62 9.02 -8.08
F 9.73 10.89 -7.92
F 7.72 10.89 -8.76
H 6.93 8.20 -4.12
H 6.55 9.32 -2.79
H 6.03 9.67 -4.45
H 8.93 9.54 -3.45
H 8.09 11.04 -3.82
C 2.03 0.75 -5.98
C 0.74 1.14 -5.30
O -0.16 1.78 -6.23
C -0.80 0.95 -7.11
O -0.64 -0.27 -7.14
C -1.74 1.74 -8.02
F -1.14 2.83 -8.57
F -2.83 2.21 -7.34
F -2.22 1.00 -9.06
H 2.50 1.61 -6.47
H 2.74 0.32 -5.26
H 1.86 0.00 -6.77
H 0.95 1.87 -4.51
H 0.25 0.29 -4.82